(1)
{"formula": "C21H30ClN3O3S", "method": "the ωB97M-V functional and the def2-TZVPD basis", "relative_energy_kj_mol": 38.3, "gap_ha": 0.340, "lumo_energy_ev": 0.65, "homo_ev": -8.61, "smiles": "CC[C@H](C(=O)N[C@H]1CCCCN(C(=O)c2sc(C)cc2Cl)CC1)N1CCCC1=O", "largest_force_ha_per_bohr": 0.005, "symbols": ["Cl", "S", "O", "O", "O", "N", "N", "N", "C", "C", "C", "C", "C", "C", "C", "C", "C", "C", "C", "C", "C", "C", "C", "C", "C", "C", "C", "C", "C", "H", "H", "H", "H", "H", "H", "H", "H", "H", "H", "H", "H", "H", "H", "H", "H", "H", "H", "H", "H", "H", "H", "H", "H", "H", "H", "H", "H", "H", "H"], "positions_angstrom": [[4.75023, -3.00987, 2.32551], [8.11671, -0.74669, 1.13678], [5.14331, -0.54306, 3.74918], [0.40506, -0.96185, 2.98440], [3.13622, -0.33840, -0.46827], [6.09790, 1.27986, 2.88229], [2.29154, 0.90261, 1.22028], [-0.22735, -0.25412, 0.89566], [-1.82727, -0.04388, 2.57647], [2.20721, -0.05187, 0.27125], [6.41019, 2.36186, 0.61383], [7.01399, -3.00793, 0.85148], [5.06256, 2.04775, 3.57351], [6.20234, -2.28233, 1.76132], [-0.42012, -0.49395, 2.22464], [5.21719, 3.33041, 0.64366], [6.97693, 2.02664, 1.99392], [9.17934, -2.74788, -0.50578], [1.09706, -2.29840, 0.30246], [5.94280, -0.07576, 2.95303], [3.58868, 1.49531, 1.53112], [-2.25314, 0.82273, 1.39606], [8.10100, -2.30810, 0.43494], [3.83464, 2.67602, 0.58985], [-1.39653, 0.30933, 0.23586], [-0.16262, -3.10394, 0.02140], [0.87832, -0.79262, 0.11167], [3.64330, 1.81744, 3.02303], [6.66887, -1.02308, 2.05487], [0.60543, -0.62902, -0.93455], [7.92534, 1.50534, 1.90028], [6.14879, 1.44097, 0.08473], [-1.91570, -0.46020, -0.34626], [-3.31666, 0.75814, 1.17525], [5.07370, 1.77667, 4.62921], [5.30118, 3.97988, 1.52017], [6.77263, -4.01025, 0.53022], [3.03750, 2.70372, 3.23691], [0.03194, -4.17225, 0.11024], [7.22685, 2.81952, 0.04898], [-1.10066, 1.10736, -0.44655], [7.21928, 2.95965, 2.50875], [9.24927, -2.08558, -1.36899], [-2.44439, -0.94066, 2.67619], [-0.95888, -2.85969, 0.72834], [-0.53819, -2.91722, -0.98809], [3.66878, 2.30012, -0.42275], [1.44598, -2.47645, 1.31905], [3.20984, 0.97143, 3.55729], [-1.83035, 0.46512, 3.53789], [1.90047, -2.58217, -0.37668], [10.15290, -2.76340, -0.01469], [3.06918, 3.43461, 0.78167], [5.34484, 3.09496, 3.49385], [5.28553, 3.99948, -0.21647], [4.31963, 0.71758, 1.30682], [-2.01524, 1.86868, 1.59287], [8.96308, -3.75277, -0.86446], [1.57620, 0.91722, 1.92797]], "nbo_charge": [0.060, 0.445, -0.615, -0.622, -0.645, -0.445, -0.611, -0.449, -0.503, 0.691, -0.427, -0.280, -0.207, -0.007, 0.682, -0.403, -0.203, -0.637, -0.409, 0.661, -0.049, -0.407, -0.167, -0.403, -0.197, -0.606, -0.121, -0.427, -0.363, 0.222, 0.209, 0.220, 0.186, 0.219, 0.226, 0.189, 0.234, 0.201, 0.220, 0.213, 0.202, 0.199, 0.227, 0.230, 0.197, 0.197, 0.221, 0.235, 0.245, 0.237, 0.233, 0.227, 0.199, 0.194, 0.215, 0.219, 0.209, 0.229, 0.412]}


(2)
{"formula": "C21H30ClN3O3S", "method": "the ωB97M-V functional and the def2-TZVPD basis", "relative_energy_kj_mol": 19.1, "gap_ha": 0.341, "lumo_energy_ev": 0.63, "homo_ev": -8.65, "smiles": "CC[C@H](C(=O)N[C@H]1CCCCN(C(=O)c2sc(C)cc2Cl)CC1)N1CCCC1=O", "largest_force_ha_per_bohr": 0.005, "symbols": ["Cl", "S", "O", "O", "O", "N", "N", "N", "C", "C", "C", "C", "C", "C", "C", "C", "C", "C", "C", "C", "C", "C", "C", "C", "C", "C", "C", "C", "C", "H", "H", "H", "H", "H", "H", "H", "H", "H", "H", "H", "H", "H", "H", "H", "H", "H", "H", "H", "H", "H", "H", "H", "H", "H", "H", "H", "H", "H", "H"], "positions_angstrom": [[-5.94025, 2.00319, 1.14657], [-2.74456, 1.96674, -1.59517], [0.82279, -0.54044, -1.78922], [2.98257, 1.84877, 1.04467], [-2.05819, 1.89543, 1.73312], [-2.93152, -0.15338, 1.35692], [3.77120, -0.16778, 0.29721], [1.11529, -0.85496, 0.42882], [-4.17839, 2.96142, -3.78596], [-5.21032, 2.61349, -1.46153], [-2.79397, 1.17048, 1.08870], [-2.08849, -2.98076, 0.26809], [-3.78696, -1.06742, 0.60903], [-0.61906, -2.54977, 0.26366], [1.55125, -0.54504, -0.81217], [-0.61540, -0.73117, 2.11468], [-4.17700, 2.55750, -2.34413], [4.73031, 1.26510, -2.11568], [-3.06697, -1.98747, -0.37667], [-2.11267, -0.67842, 2.44736], [-0.30413, -1.10873, 0.67090], [-4.83384, 2.12090, -0.17821], [3.25586, 0.99231, -1.85477], [4.72155, 0.63506, 2.26988], [5.05183, -0.85334, 2.14817], [-3.54489, 1.71094, -0.09754], [3.71748, 0.89047, 1.16024], [4.72528, -1.19440, 0.68803], [3.04768, -0.23488, -0.96126], [-6.19894, 2.97575, -1.70037], [-0.23228, -2.66194, -0.75121], [3.45807, -1.10284, -1.48656], [-2.42611, -3.20876, 1.28265], [-0.13161, -1.43839, 2.79747], [-0.03858, -3.22048, 0.90573], [-2.13894, -3.92859, -0.27134], [4.85260, 2.10548, -2.79888], [4.42124, -1.43971, 2.81701], [5.58847, 1.27546, 2.09657], [2.72363, 0.78894, -2.78335], [4.28773, 0.92324, 3.22528], [5.25911, 1.51374, -1.19354], [-0.84821, -0.43091, 0.00916], [-3.84937, -2.53667, -0.90556], [-2.50564, -1.66538, 2.68260], [-5.16983, 3.31926, -4.05999], [-2.24878, -0.04315, 3.32279], [1.71332, -0.64890, 1.21022], [-4.52666, -0.47234, 0.08042], [5.22292, 0.39832, -2.56431], [-2.55173, -1.38408, -1.13064], [4.27553, -2.18386, 0.58121], [6.08789, -1.08242, 2.38933], [-0.19468, 0.25952, 2.29147], [5.61560, -1.16010, 0.05098], [2.78546, 1.85659, -1.38770], [-3.46192, 3.76084, -3.97633], [-4.32951, -1.67598, 1.33952], [-3.92525, 2.12352, -4.43637]], "nbo_charge": [0.013, 0.499, -0.640, -0.612, -0.601, -0.436, -0.454, -0.615, -0.637, -0.286, 0.666, -0.404, -0.203, -0.407, 0.692, -0.421, -0.176, -0.606, -0.423, -0.213, -0.044, -0.053, -0.408, -0.505, -0.408, -0.345, 0.681, -0.198, -0.121, 0.233, 0.224, 0.221, 0.189, 0.200, 0.199, 0.216, 0.219, 0.208, 0.232, 0.231, 0.238, 0.200, 0.214, 0.215, 0.197, 0.226, 0.228, 0.406, 0.226, 0.196, 0.216, 0.200, 0.220, 0.241, 0.187, 0.236, 0.228, 0.192, 0.227]}


(3)
{"formula": "C21H30F5NOP2Ru", "method": "the ωB97M-V functional and the def2-TZVPD basis", "relative_energy_kj_mol": 21.6, "spin_multiplicity": 5, "gap_ha": [0.257, 0.238], "lumo_energy_ev": [0.59, -1.54], "homo_ev": [-6.41, -8.02], "largest_force_ha_per_bohr": 0.072, "symbols": ["Ru", "P", "P", "F", "F", "F", "F", "F", "O", "N", "C", "C", "C", "C", "C", "C", "C", "C", "C", "C", "C", "C", "C", "C", "C", "C", "C", "C", "C", "C", "C", "H", "H", "H", "H", "H", "H", "H", "H", "H", "H", "H", "H", "H", "H", "H", "H", "H", "H", "H", "H", "H", "H", "H", "H", "H", "H", "H", "H", "H", "H"], "positions_angstrom": [[-0.36727, 0.28374, -0.01656], [-0.69207, 0.44887, -2.15543], [0.27115, 0.25234, 2.38936], [-2.84443, -4.31996, 1.45903], [-1.18253, -6.02018, 0.06835], [-2.56022, -1.67952, 1.24880], [1.29946, -2.33780, -1.50477], [0.84517, -4.95622, -1.44978], [-1.51177, 1.65775, 0.96088], [1.47987, 0.47306, -0.26859], [-1.82597, -3.83754, 0.72813], [-2.79302, 1.64851, 0.41168], [0.04945, -4.14903, -0.73251], [3.48671, 1.67097, -0.86569], [0.23647, -2.76278, -0.76269], [-0.86331, -0.57058, 3.54239], [-0.99901, 2.19517, -2.57678], [2.78102, 0.46581, -0.49357], [-2.11986, -0.51289, -2.70540], [-0.98260, -4.69639, 0.03128], [5.54149, 0.42478, -1.22140], [4.83139, 1.64115, -1.22644], [0.63216, 0.01647, -3.30925], [-0.58347, -1.85861, -0.08032], [-3.83623, 1.07546, 1.35489], [-3.16512, 3.10976, 0.13888], [1.92009, -0.44043, 2.76610], [0.38788, 1.97372, 3.00280], [-1.62354, -2.46022, 0.63485], [3.57937, -0.73025, -0.40975], [4.90944, -0.75379, -0.80155], [-0.58439, 2.46361, 2.86120], [3.08428, -1.62864, -0.06348], [2.01842, -1.41551, 2.27250], [-0.46713, -0.49063, 4.56423], [1.49923, 0.65785, -3.12715], [-2.56671, 0.94167, -0.51132], [5.33699, 2.56569, -1.51976], [-3.71817, 1.47750, 2.36874], [-2.30900, -0.31658, -3.76639], [0.29059, 0.14329, -4.34261], [-1.30716, 2.26869, -3.62685], [1.13965, 2.49437, 2.39666], [-2.55585, 3.78948, 0.74944], [-3.00599, -0.25033, -2.11737], [-3.05543, 3.39761, -0.90785], [0.67245, 1.99387, 4.06173], [-0.96135, -1.62696, 3.26411], [-4.84306, 1.33830, 1.00808], [-1.84435, -0.08373, 3.47909], [6.58913, 0.40186, -1.53667], [5.46456, -1.69507, -0.78845], [2.03350, -0.56531, 3.85310], [-3.78724, -0.00830, 1.40626], [2.91068, 2.59417, -0.86598], [-1.77063, 2.61980, -1.92580], [-4.21102, 3.29480, 0.40996], [-0.06414, 2.75184, -2.42836], [0.92503, -1.02182, -3.14888], [2.69723, 0.23470, 2.38419], [-1.91082, -1.57758, -2.55928]], "nbo_charge": [0.524, 1.209, 1.119, -0.298, -0.292, -0.347, -0.344, -0.299, -0.771, -0.488, 0.243, 0.111, 0.244, -0.162, 0.333, -0.955, -0.957, 0.049, -0.973, 0.262, -0.205, -0.244, -0.961, -0.447, -0.645, -0.631, -0.958, -0.951, 0.333, -0.198, -0.215, 0.274, 0.220, 0.246, 0.225, 0.255, 0.141, 0.216, 0.211, 0.228, 0.231, 0.231, 0.244, 0.230, 0.251, 0.198, 0.222, 0.248, 0.203, 0.257, 0.213, 0.217, 0.228, 0.231, 0.206, 0.250, 0.208, 0.252, 0.270, 0.251, 0.259]}